Entry 1:
A 2-piece molecular cluster, C17H24F3N2O7S overall in a non-equilibrium geometry. Source: the Open Molecules 2025 dataset; level of theory: wB97M-V/def2-TZVPD.

Properties
- LUMO (spin up / spin down) (eV) = -1.817 / -1.818
- highest occupied orbital energy (spin up / spin down) (eV) = -8.79 / -9.69
- <S²> = 0.75
- multiplicity = 2
- energy (eV) = -54315.79737

Structure (XYZ):
```
54
Properties=species:S:1:pos:R:3:forces:R:3
N 1.066 2.469 -0.653 0.0702 0.3500 -0.6472
C 0.328 3.651 -0.801 0.2726 -0.3200 0.5430
O 0.588 4.630 -0.149 -0.3195 0.0954 0.2014
C -0.817 3.666 -1.798 0.4863 0.5815 0.0569
C -1.940 4.602 -1.345 -0.4548 -0.4551 -0.5149
C -3.303 4.006 -1.229 1.0367 0.8922 -0.1869
C -3.791 2.844 -0.819 -0.0871 0.2959 -0.5732
S -2.869 1.468 -0.222 -0.8849 -0.8588 2.4396
O -1.676 1.848 0.460 0.7338 0.7937 -1.0406
O -3.757 0.687 0.571 -0.7201 -0.3236 -0.4182
C -2.518 0.411 -1.728 -0.5535 1.3947 -0.3818
F -2.915 1.102 -2.797 -0.2360 0.4893 -0.6699
F -1.258 0.154 -1.860 1.4259 -0.3461 0.1886
F -3.219 -0.668 -1.675 -0.5611 -1.3052 0.3592
C -5.293 2.929 -0.938 -0.2118 -1.3388 0.7611
O -6.119 2.143 -0.596 0.3956 0.5108 -0.4418
O -5.602 4.148 -1.482 -0.1101 0.6152 -0.1092
C -4.452 4.883 -1.655 -0.2567 0.6164 -0.4498
O -4.423 5.994 -2.110 -0.0957 -1.3945 0.6139
H 0.797 1.962 0.177 0.2868 -0.1400 0.1804
H 1.013 1.882 -1.472 -0.2477 -0.3854 0.1772
H -1.135 2.672 -2.062 -0.1492 -0.2591 0.0410
H -0.394 4.093 -2.703 0.0816 0.0068 -0.3123
H -1.726 5.104 -0.406 0.3215 -0.0058 0.2308
H -2.029 5.387 -2.083 -0.1502 0.4003 -0.0215
C -0.455 -2.767 -0.386 -0.0331 0.5204 -0.2955
C 0.811 -2.932 0.449 -1.0047 -1.3506 0.6878
C 1.888 -3.621 -0.389 0.4989 0.1418 -0.1034
C 3.233 -3.703 0.329 -0.0278 0.0667 0.0607
C 3.686 -2.318 0.788 -0.0956 -0.2744 -0.5354
C 2.631 -1.551 1.592 0.6064 -0.0920 1.8032
N 1.280 -1.612 0.960 1.1953 0.0843 -1.9010
O 1.221 -0.744 0.008 -0.6089 0.6020 0.1312
C 2.565 -2.096 3.032 -0.0922 -0.3019 0.0489
C 3.094 -0.103 1.741 -0.2327 0.3041 -0.4119
C 0.394 -3.855 1.612 0.1542 -0.0424 0.2206
H -0.293 -2.159 -1.275 0.0862 0.0368 0.1039
H -0.800 -3.743 -0.725 0.0724 -0.0933 0.1273
H -1.255 -2.310 0.200 0.0189 0.0155 0.0250
H 2.023 -3.077 -1.330 -0.0637 0.1129 0.0530
H 1.551 -4.623 -0.659 -0.1465 0.0214 0.0675
H 3.179 -4.388 1.179 -0.0459 0.0114 -0.0011
H 3.981 -4.122 -0.348 0.0083 -0.0080 0.0223
H 4.595 -2.409 1.386 -0.0473 0.1126 0.1067
H 3.957 -1.735 -0.098 -0.1080 0.0754 0.0172
H 1.728 -1.654 3.576 -0.0325 0.0014 -0.0420
H 3.477 -1.843 3.572 0.0408 0.0989 -0.1022
H 2.475 -3.179 3.090 -0.0564 0.0325 -0.0357
H 3.302 0.366 0.781 -0.1358 -0.0096 -0.0106
H 4.017 -0.073 2.319 -0.0087 -0.1467 0.0642
H 2.349 0.499 2.263 -0.0152 -0.0171 -0.0031
H -0.216 -4.677 1.236 -0.0265 0.0688 -0.1326
H -0.204 -3.313 2.346 0.0245 0.0378 -0.0045
H 1.231 -4.322 2.126 0.0030 0.0812 0.0139
```
Forces are in eV/Å.

Mulliken population analysis, charges in e, atoms 1 to 4: N -0.48; C 0.53; O -0.56; C -0.51

***

Entry 2:
One molecule with the formula C17H24N2O4S. Source: the Open Molecules 2025 dataset; level of theory: wB97M-V/def2-TZVPD.

Properties
- relative energy (zero: lowest compared OMol25 entry of this formula, charge and spin) (kcal per mole) = 54.8
- LUMO (eV) = 0.547
- highest occupied orbital energy (eV) = -8.32
- structure (SMILES) = CCOc1cc(C(=O)N2CCN=C2SC)cc(OCC)c1OCC
- energy (eV) = -40023.12653

Structure (XYZ):
```
48
Properties=species:S:1:pos:R:3:forces:R:3
C 4.439 -1.033 2.964 -0.2935 0.0576 -0.3703
C 3.579 -1.305 1.741 0.3987 -0.3616 0.0571
O 2.771 -0.152 1.509 -0.3409 0.0600 0.1342
C 1.734 -0.272 0.627 -0.0694 0.0472 -0.2131
C 1.649 0.681 -0.384 -0.0334 -0.0472 0.0572
C 0.592 0.659 -1.274 0.2875 -0.4438 0.0924
C -0.371 -0.344 -1.209 0.0098 -0.1246 -0.0635
C -0.309 -1.297 -0.202 0.2449 0.0678 0.1106
C 0.741 -1.251 0.734 -0.1187 -0.1751 0.2204
O 0.755 -2.199 1.736 0.1372 0.1955 -0.4498
C 0.374 -1.696 3.011 -0.1487 0.1005 0.4539
C 0.544 -2.811 4.028 -0.0302 0.2511 -0.3899
H 0.224 -2.469 5.008 -0.0210 0.0065 0.1139
H 1.586 -3.117 4.080 0.1066 -0.0408 0.0494
H -0.054 -3.669 3.734 -0.0657 -0.1065 0.0275
H -0.675 -1.368 2.971 0.1306 -0.0136 -0.0317
H 0.994 -0.829 3.277 -0.0692 -0.0814 -0.0796
O -1.218 -2.280 0.008 0.2729 0.0263 0.2327
C -2.267 -2.479 -0.917 -0.2817 -0.1173 -0.4001
C -1.801 -3.177 -2.192 0.0304 0.1947 0.3718
H -1.068 -2.575 -2.722 0.0391 0.0200 -0.0993
H -1.343 -4.130 -1.940 0.0278 -0.0966 -0.0083
H -2.652 -3.354 -2.844 -0.0797 -0.0206 -0.0971
H -2.765 -1.529 -1.147 0.0208 -0.0735 0.0804
H -2.976 -3.118 -0.384 0.0433 0.1582 -0.0815
H -1.164 -0.352 -1.939 -0.1132 -0.0388 -0.0337
C 0.547 1.642 -2.391 -0.0598 -0.0029 0.1138
O 1.414 1.729 -3.234 0.1279 -0.0096 -0.0261
N -0.567 2.439 -2.466 0.0108 0.0509 -0.3994
C -1.547 2.775 -1.535 -0.5246 0.3777 0.2366
N -2.348 3.695 -1.893 -0.1827 -0.1261 0.5005
C -1.990 4.143 -3.220 0.1443 -0.0230 -0.2715
H -1.814 5.221 -3.191 0.0120 -0.0632 -0.1393
H -2.830 3.955 -3.893 0.1003 0.0656 -0.0523
C -0.731 3.342 -3.606 0.1207 0.1940 -0.3809
H -0.854 2.757 -4.519 0.0846 0.0899 0.0379
H 0.159 3.966 -3.712 -0.0734 -0.1014 -0.0375
S -1.656 2.035 0.033 -0.2419 -0.0653 0.7013
C -2.977 3.079 0.717 0.3309 -0.1350 -0.3465
H -3.159 2.720 1.724 0.0229 -0.0729 0.0863
H -3.862 2.979 0.099 -0.0873 0.0633 0.0445
H -2.644 4.111 0.726 -0.0841 0.0862 0.0419
H 2.414 1.438 -0.453 0.1205 0.0625 -0.0075
H 4.213 -1.470 0.858 -0.1147 0.0185 0.0893
H 2.960 -2.193 1.892 0.0656 0.1553 -0.0586
H 3.812 -0.889 3.840 -0.0397 -0.0035 0.1169
H 5.106 -1.873 3.138 0.0819 -0.0758 0.0392
H 5.030 -0.134 2.811 0.1015 0.0707 0.0278
```
Forces are in eV/Å.

Mulliken population analysis, charges in e, atoms 1 to 4: C -1.35; C -0.03; O -0.47; C -0.07

***

Entry 3:
One molecule with the formula C17H24N2O5. Source: the Open Molecules 2025 dataset; level of theory: wB97M-V/def2-TZVPD.

Properties
- relative energy (zero: lowest compared OMol25 entry of this formula, charge and spin) (kcal per mole) = 15.8
- LUMO (eV) = 0.588
- highest occupied orbital energy (eV) = -8.88
- structure (SMILES) = CCCCOc1ccc(C(=O)NCC(=O)NCC(=O)OCC)cc1
- energy (eV) = -31237.54083

Structure (XYZ):
```
48
Properties=species:S:1:pos:R:3:forces:R:3
C -6.043 0.275 -1.999 -0.1985 0.1010 0.0370
C -6.463 1.496 -1.190 0.2534 -0.0179 0.0112
C -5.508 1.806 -0.036 -0.2225 -0.3227 0.0390
C -5.529 0.749 1.073 -0.0802 0.6036 0.0763
O -4.877 -0.458 0.726 0.2066 -0.3209 -0.0690
C -3.526 -0.512 0.682 0.2430 -0.2101 -0.0503
C -2.992 -1.724 0.230 -0.2424 0.1079 -0.0066
C -1.632 -1.912 0.149 0.0728 0.1852 0.0451
C -0.756 -0.892 0.524 -0.2790 0.2037 0.1540
C -1.290 0.303 0.995 0.2316 -0.2277 -0.1021
C -2.654 0.504 1.068 -0.3310 0.0830 0.0534
H -3.023 1.449 1.433 -0.0661 0.0726 0.0043
H -0.610 1.082 1.305 0.0504 0.0540 0.0330
C 0.719 -1.027 0.483 -0.0182 -0.1766 -0.1207
O 1.458 -0.365 1.202 0.0241 0.0971 0.2065
N 1.206 -1.932 -0.397 -0.0264 -0.1800 -0.1752
H 0.595 -2.324 -1.094 -0.0177 0.0885 0.0844
C 2.618 -2.227 -0.507 0.2729 0.0430 -0.0027
H 3.044 -2.222 0.502 -0.0346 -0.0863 -0.0958
H 2.743 -3.214 -0.955 0.0339 0.1513 0.0292
C 3.387 -1.200 -1.354 -0.3688 -0.2520 0.3138
O 3.936 -1.488 -2.397 0.2268 -0.1923 -0.2862
N 3.358 0.033 -0.820 -0.0886 0.5331 0.1379
C 4.111 1.122 -1.377 0.0975 -0.0718 -0.0941
C 5.346 1.474 -0.556 -0.2142 0.1793 -0.2864
O 5.990 2.478 -0.708 0.0264 0.0296 -0.0278
O 5.619 0.531 0.338 -0.0302 -0.3711 0.2158
C 6.771 0.733 1.160 0.4117 0.1761 0.2411
C 6.852 -0.416 2.147 -0.1817 0.2399 -0.3556
H 7.721 -0.289 2.786 0.0858 -0.0038 0.0742
H 5.958 -0.444 2.763 -0.0582 -0.0310 0.1075
H 6.937 -1.359 1.614 0.0389 -0.1226 0.0008
H 6.675 1.697 1.671 0.0442 -0.1258 -0.1127
H 7.658 0.774 0.518 -0.1318 0.0487 0.0860
H 3.496 2.021 -1.478 0.1655 -0.0764 0.0021
H 4.450 0.814 -2.373 -0.0403 0.1471 0.1542
H 2.915 0.152 0.089 0.0384 -0.1383 -0.1853
H -1.256 -2.871 -0.178 0.0233 -0.0930 -0.0211
H -3.678 -2.509 -0.047 -0.0770 -0.0917 -0.0217
H -6.561 0.449 1.278 0.1090 0.0631 0.0396
H -5.102 1.157 1.997 -0.0541 -0.1073 -0.0448
H -4.493 1.900 -0.427 0.0516 0.1070 0.0456
H -5.789 2.762 0.411 0.0854 0.0321 0.0534
H -7.469 1.342 -0.792 -0.0702 0.0814 -0.0024
H -6.499 2.367 -1.849 -0.0944 0.0070 0.0218
H -6.044 -0.616 -1.378 0.0275 -0.1142 -0.0406
H -5.042 0.412 -2.403 0.1190 -0.0419 -0.0532
H -6.729 0.119 -2.829 -0.0138 -0.0598 -0.1127
```
Forces are in eV/Å.

Mulliken population analysis, charges in e, atoms 1 to 4: C -1.08; C -0.53; C -0.39; C -0.79

***

> energy of number 2 (C17H24N2O4S)?

-40023.12653 eV

***

> Which of these has the lowest energy?

C17H24F3N2O7S

***

> Which of these has the highest energy?

C17H24N2O5